# 1
53
Properties=species:S:1:pos:R:3:forces:R:3 method="wB97M-V/def2-TZVPD" spin_multiplicity=1 e_tot_ha=-1223.16515 charge=0 smiles="C=C(N)C[C@H](N)CO.O.O.O.O.O.O.O.O.O.O.O"
C -1.4347 -1.7964 1.4745 1.9 -2.0 2.9
C -0.9725 -2.5674 0.4993 1.0 0.5 -1.3
N 0.0464 -3.5442 0.6472 0.4 0.1 -1.5
C -1.3891 -2.0650 -0.9005 -0.6 -4.1 0.6
C -0.7351 -0.7949 -1.2785 1.2 0.9 -4.5
N 0.4643 -0.3161 -0.6643 1.9 -0.3 2.5
C -1.6772 0.3283 -1.5500 -2.1 -1.2 -2.7
O -2.3188 0.6858 -0.4128 0.4 1.3 4.8
H -0.9244 -1.9435 2.4957 -1.4 0.6 -1.3
H -2.3474 -1.3148 1.2997 -0.9 1.1 0.3
H 0.3966 -3.6601 1.6065 -0.2 0.3 -0.9
H 0.8460 -3.6431 -0.0874 -2.3 0.6 1.9
H -1.0934 -2.8766 -1.6007 0.2 0.5 0.1
H -2.4994 -2.1364 -1.0563 0.9 0.7 0.6
H -0.3561 -0.9662 -2.3159 -0.8 -0.2 0.6
H 0.3025 0.4399 0.0198 0.0 -0.7 -0.2
H 0.9840 -1.0792 -0.1283 -1.0 1.3 -0.8
H -1.2917 1.2190 -2.0714 0.5 -0.4 0.1
H -2.5497 -0.1046 -2.2253 1.8 0.8 0.9
H -1.6530 0.6539 0.3800 -1.8 0.2 -1.7
O 1.6249 0.0274 3.2623 3.5 1.1 -0.8
H 2.2646 0.2181 2.4322 -2.0 -0.1 2.8
H 2.1439 0.4694 4.0227 -1.1 -1.0 -1.9
O -4.3765 2.8453 0.7446 0.5 1.1 1.0
H -4.8479 2.8526 -0.0616 -0.9 0.4 -1.5
H -4.2384 1.9238 0.8474 0.5 -1.5 0.5
O 3.7226 -1.1888 -1.5074 -1.7 -1.8 -3.2
H 3.5815 -0.3974 -1.0497 -0.3 2.0 1.2
H 3.0141 -1.1170 -2.2550 2.2 0.1 2.1
O -1.5488 4.1999 -0.2129 -0.8 1.6 2.2
H -1.9957 3.3608 -0.1099 -0.3 -0.6 -0.1
H -1.9777 4.7125 0.5656 1.1 -1.2 -2.0
O -4.6035 -0.8718 -0.3874 0.6 4.3 -3.0
H -3.7677 -0.4161 -0.1648 -0.3 -0.1 -0.2
H -4.6707 -1.5679 0.1533 -0.5 -4.2 3.2
O 2.0905 1.8271 -2.4517 0.6 1.8 2.4
H 1.4963 1.1214 -2.4446 -1.7 -2.2 0.1
H 2.4667 1.8578 -3.2921 1.0 0.2 -2.1
O 2.3907 -2.8519 1.6455 3.3 -1.1 -0.4
H 2.7316 -2.0427 2.0642 -0.2 -0.3 0.0
H 3.2586 -3.3779 1.4175 -2.5 1.6 0.7
O 3.6507 1.8407 1.9192 -0.5 0.8 -1.9
H 4.6273 1.8019 1.8130 -1.2 0.4 -0.4
H 3.1157 2.3296 1.1239 1.9 -1.5 2.6
O 1.1421 -1.1243 -3.5989 2.4 -1.6 0.7
H 1.6848 -1.2289 -4.4093 -0.5 0.1 0.4
H 1.6450 -1.7292 -2.9415 -1.7 1.2 -1.5
O 1.4962 2.4536 0.6077 0.9 -1.5 -1.4
H 1.6704 2.1989 -0.3473 -0.6 0.7 1.2
H 1.0757 3.2990 0.6402 -0.6 1.0 -0.4
O -0.5641 1.4524 2.5552 -1.3 3.1 -3.9
H -0.3436 0.9017 3.2317 1.4 -2.5 2.6
H 0.2434 1.7018 2.0564 -0.5 -0.5 0.8

***

# 2
52
Properties=species:S:1:pos:R:3:forces:R:3 method="wB97M-V/def2-TZVPD" spin_multiplicity=1 e_tot_ha=-1814.14954 charge=+1
N 1.1462 -0.4158 1.8874 -2.1 0.1 0.3
C 0.3581 0.6127 1.1143 -0.5 -0.8 -1.5
C 1.3390 1.6593 0.5894 0.0 0.1 -1.3
S 1.7598 3.2243 1.4764 -0.5 -1.2 0.2
S 0.2011 4.5781 1.1884 0.4 0.1 0.2
C -1.3554 3.6338 1.0915 0.7 0.6 0.0
C -1.6174 3.4875 -0.4049 1.0 1.7 -1.1
C -2.9036 2.8027 -0.7620 -0.2 0.5 0.0
H 1.4578 0.1202 2.6848 0.7 -0.2 0.4
H 0.3667 -1.0366 2.2411 1.1 -0.3 -0.3
H 1.9651 -0.8683 1.3891 -1.1 0.3 0.3
H -0.1712 0.1654 0.2455 1.2 -0.5 0.0
H -0.6002 0.7673 1.6061 0.6 1.0 1.1
H 2.2712 1.0641 0.4867 0.0 0.8 0.3
H 1.0821 1.8022 -0.4793 0.1 0.6 0.6
H -2.0901 4.2217 1.6627 0.0 0.1 -0.6
H -1.2733 2.7266 1.6861 0.1 -0.3 -0.3
H -0.7372 3.1117 -0.9711 -0.3 -0.7 0.9
H -1.5474 4.4975 -0.9200 -0.5 -0.6 1.1
H -2.6482 2.1298 -1.6040 -1.1 -0.1 0.7
H -3.3330 2.4242 0.1710 0.1 -1.1 -0.5
H -3.6535 3.5559 -1.0214 0.1 -0.2 -0.6
H 1.1918 -4.2152 3.0210 -0.6 0.1 -0.4
H 0.2903 -4.6296 1.8295 -0.1 -0.2 -0.2
O 0.4645 -3.9139 2.4440 0.7 0.0 0.5
H -3.9508 -3.2054 -1.1781 0.7 0.6 0.1
H -3.1549 -4.3071 -1.5906 0.7 -0.4 -0.4
O -3.0097 -3.4759 -1.1352 -1.8 0.7 1.0
H 4.3130 -0.4908 3.6127 -0.8 0.1 -1.1
H 4.7147 -0.5158 2.1607 -0.3 0.1 -0.2
O 3.9119 -0.4812 2.7010 1.2 -0.2 1.4
H -1.1492 -2.7414 2.2722 0.0 0.5 0.0
H -2.3119 -1.7786 2.5858 1.5 0.2 -0.3
O -1.3377 -1.7835 2.3813 -1.5 -0.6 0.3
H 0.3619 -3.5618 -3.1753 -0.4 0.4 -0.3
H 0.1318 -1.9821 -3.3672 -0.5 -0.4 -0.5
O 0.6409 -2.6732 -2.9451 1.0 0.0 0.8
H -3.1132 -4.1782 0.6698 -0.1 0.1 -0.5
H -2.6355 -5.2241 1.7205 -0.3 -0.2 0.2
O -2.3469 -4.5692 1.0869 0.9 -0.3 0.8
H 3.4622 -2.3719 0.7524 0.1 0.0 0.4
H 3.1050 -2.0664 -0.6608 -0.4 0.5 0.1
O 3.0472 -1.6797 0.2301 0.4 -0.5 -0.5
H -2.1256 -4.7085 -3.5360 -1.4 0.5 0.0
H -3.3327 -3.8139 -4.0470 0.3 -0.1 0.1
O -3.0715 -4.4573 -3.3762 1.1 -1.0 -1.2
H 2.8570 3.9655 -3.2855 -0.4 0.0 0.3
H 2.8348 2.5064 -2.9711 -0.6 0.5 0.3
O 2.3492 3.3293 -2.7532 1.0 -0.6 -0.6
H -0.8854 -2.6774 -6.0825 0.1 -0.2 -0.3
H -1.7947 -1.4461 -6.1497 0.1 0.0 0.0
O -1.0166 -1.8064 -5.7105 -0.1 0.2 0.3

***

# 3
53
Properties=species:S:1:pos:R:3:forces:R:3 method="wB97M-V/def2-TZVPD" spin_multiplicity=1 e_tot_ha=-1169.10486 charge=0 smiles=CNCC[C@H](C)O.O.O.O.O.O.O.O.O.O.O.O
C -2.3581 2.6003 0.7142 -1.0 -0.2 1.0
N -1.4597 1.6015 0.1207 0.4 1.7 0.3
C -0.8007 0.7983 1.1243 1.8 -1.0 1.1
C 0.2952 -0.2510 0.6599 -2.5 -0.1 -0.4
C 0.2609 -0.5981 -0.8344 2.8 -1.4 0.3
C -0.2750 -1.9804 -1.0942 -3.5 0.7 -0.3
O 1.7246 -0.7026 -1.0592 0.2 0.5 -3.4
H -1.8847 3.5871 0.9382 -0.2 -0.7 -0.5
H -2.6981 2.2198 1.7259 0.1 0.4 -0.9
H -3.3022 2.7349 0.1070 1.2 0.0 0.5
H -1.9086 1.1942 -0.6811 0.2 -0.8 0.0
H -1.5155 0.2152 1.7711 0.3 0.7 -0.3
H -0.1778 1.4270 1.8310 -1.3 -0.1 -0.6
H 1.3215 -0.0770 0.9414 0.1 1.0 0.0
H 0.0723 -1.1681 1.2278 0.0 0.8 -0.8
H -0.0473 0.0992 -1.6098 -0.7 0.6 0.6
H -1.3232 -1.9400 -0.6717 0.8 -0.2 -0.5
H -0.4955 -2.1748 -2.1844 0.9 -0.2 1.0
H 0.2076 -2.7325 -0.4845 0.4 -0.2 -0.6
H 1.8253 -0.7470 -2.0728 0.1 -0.1 2.3
O 1.7261 0.1680 3.5690 -0.1 0.5 1.1
H 1.5518 -0.7696 3.7169 -0.2 -0.7 -0.8
H 1.7228 0.5051 4.4765 0.1 0.3 -0.3
O 4.1528 -0.5018 1.4656 0.1 -0.3 -0.1
H 3.5282 -1.1670 1.7711 0.0 0.1 0.1
H 3.7826 0.3593 1.7292 0.1 -0.1 0.0
O 2.9958 1.9884 1.9011 -0.5 0.1 -0.1
H 2.7201 2.2465 1.0095 -0.1 -0.1 0.1
H 2.2217 1.5529 2.3101 0.4 0.1 -0.1
O -1.4302 -2.4947 1.7092 -2.0 -0.7 0.0
H -1.8295 -3.3588 1.9150 0.6 0.2 0.1
H -2.2133 -2.0581 1.2986 0.6 0.2 0.0
O 0.9828 3.1396 -0.8036 -0.5 -0.2 0.3
H 0.1528 2.7119 -0.4807 0.3 -0.1 -0.3
H 0.9153 4.0356 -0.4570 0.2 0.0 -0.1
O 1.0225 -2.3314 2.7502 -0.5 -0.2 0.4
H 1.4233 -2.4977 1.8695 0.0 -0.2 0.4
H 0.0563 -2.2591 2.5795 0.9 -0.3 0.3
O -2.7916 -0.0062 -2.3444 0.5 0.1 0.7
H -2.0680 -0.1979 -2.9963 -1.3 0.1 0.0
H -3.6514 -0.2903 -2.6641 0.3 -0.1 -0.6
O -1.4019 0.0255 -4.6352 0.5 -0.2 0.1
H -1.7255 0.8251 -5.0631 0.0 0.0 0.1
H -0.4838 0.2420 -4.3982 -0.1 0.2 -0.3
O 0.9843 1.6813 -4.1285 0.3 0.3 0.5
H 1.3671 1.8318 -3.2483 -0.2 -0.2 0.0
H 1.0113 2.5769 -4.4847 -0.1 -0.1 -0.3
O 2.2169 -2.8549 0.4348 0.4 0.0 -0.1
H 2.9337 -3.4887 0.3430 0.1 0.2 0.0
H 2.4412 -2.0399 -0.0658 -0.1 -0.3 -0.1
O -3.4474 -0.8592 0.2489 -0.1 -0.3 0.4
H -3.2287 -0.6157 -0.6771 0.3 0.2 0.7
H -3.0991 -0.2051 0.8799 -0.2 0.0 -0.9